1.
ORCA calculation (ωB97M-V/def2-TZVPD) on C44H44Cl3N6O5ReS2 as an isolated structure.

```
105
Properties=species:S:1:pos:R:3:forces:R:3
Re 0.486 -0.394 -1.095 -0.04 -0.41 -1.60
Cl 1.546 -3.977 4.571 0.04 -0.03 -0.05
Cl -5.281 -1.868 3.372 0.02 -0.01 -0.04
Cl 0.824 1.188 5.845 0.00 0.01 0.03
S -4.166 -3.889 5.270 -0.07 -0.05 -0.10
S 3.049 0.729 -1.351 0.02 -0.49 0.74
O -3.327 0.593 4.390 -0.02 0.05 -0.02
O 0.131 -2.572 -0.419 0.21 0.74 -0.01
O 1.889 -0.890 0.790 -0.13 0.54 -0.19
O 1.551 -1.785 -2.551 -0.08 0.21 0.31
O 0.220 1.559 -1.726 0.64 -0.61 0.23
N -0.817 0.272 0.381 0.02 -0.31 -0.21
N -1.603 1.226 2.180 -0.15 0.25 -0.08
N -0.827 -0.718 -2.524 0.98 0.38 1.50
N 5.151 1.849 -2.406 -0.04 0.03 0.20
N -1.906 -0.017 -2.822 -0.55 0.28 -0.04
N 3.166 2.402 -3.445 -0.11 0.02 0.08
C -1.463 -1.455 3.915 0.00 -0.03 -0.01
C -3.353 1.845 -2.665 -0.27 0.15 -0.07
C -2.303 4.009 -2.151 -0.19 -0.07 -0.03
C -4.476 1.102 -3.030 0.19 -0.05 0.06
C -0.682 -2.597 3.929 -0.08 -0.05 0.07
C -1.622 1.911 3.474 -0.06 0.02 0.14
C 1.019 -1.396 5.141 0.13 -0.05 0.02
C -3.308 -2.046 6.808 0.05 0.10 0.02
C -3.472 3.238 -2.487 0.16 -0.10 0.03
C -1.461 -3.631 -4.742 0.16 -0.11 -0.04
C 0.558 -2.561 4.552 -0.11 0.09 0.17
C 6.070 2.765 -3.022 0.02 0.03 -0.16
C -0.670 -1.897 -3.290 -0.13 -0.20 -0.32
C 7.995 4.433 -4.125 0.06 0.00 0.01
C -1.696 -2.464 -4.047 0.02 0.16 0.17
C -2.678 0.627 1.558 0.08 -0.04 0.01
C -0.198 -4.215 -4.706 -0.08 0.03 0.00
C -1.977 0.925 4.582 0.09 -0.09 0.06
C -1.086 3.453 -1.929 0.16 0.05 -0.11
C -5.824 3.098 -2.993 0.01 0.04 0.01
C -4.031 0.113 5.551 -0.05 -0.11 0.08
C 2.905 -2.304 -2.616 0.14 -0.01 -0.01
C 8.356 3.190 -3.625 0.00 0.00 0.02
C 5.705 4.019 -3.498 -0.08 0.02 0.09
C 1.207 -3.088 0.392 0.18 -0.24 0.04
C -2.188 0.033 0.443 -0.01 0.19 0.07
C 2.591 0.007 1.686 -0.11 0.05 0.16
C -3.353 -3.397 6.691 0.06 -0.08 0.02
C -3.943 -1.373 5.724 0.02 0.17 0.01
C 0.841 -3.632 -3.991 0.08 -0.11 -0.06
C 0.212 -0.266 5.125 -0.06 -0.05 -0.09
C -0.517 0.999 1.454 0.06 0.00 -0.02
C -1.052 -0.280 4.540 -0.04 -0.03 0.08
C 0.596 -2.475 -3.279 -0.20 -0.03 -0.21
C 3.832 1.751 -2.497 -0.35 0.14 -0.62
C 1.537 -2.105 1.463 -0.09 -0.05 0.05
C -1.174 -2.949 0.071 -0.21 -0.14 0.00
C -4.455 -2.260 4.828 0.00 -0.18 0.12
C 6.676 4.844 -4.053 -0.05 0.02 0.00
C -0.919 2.048 -1.986 -0.53 0.24 -0.09
C -4.712 3.850 -2.647 -0.12 0.12 -0.05
C -2.060 1.221 -2.443 0.45 -0.39 0.03
C 7.397 2.359 -3.073 -0.02 -0.18 -0.04
C -5.700 1.728 -3.199 -0.01 0.10 0.01
H -1.211 -4.033 0.165 0.06 0.00 -0.05
H 2.165 2.335 -3.475 -0.02 -0.03 0.00
H -6.786 3.578 -3.108 0.02 0.00 -0.03
H -1.391 -2.484 1.033 0.07 0.02 -0.01
H -4.796 4.921 -2.508 -0.03 -0.02 0.00
H -2.436 -1.476 3.440 0.00 -0.02 0.06
H -0.011 -5.135 -5.245 0.01 0.04 -0.02
H 3.261 -2.257 -3.642 -0.06 0.03 -0.04
H -3.660 0.615 6.448 0.01 0.06 -0.04
H 8.744 5.086 -4.553 -0.01 -0.02 -0.01
H -6.566 1.151 -3.495 0.01 -0.02 0.02
H 9.387 2.865 -3.663 -0.01 0.00 0.00
H 2.058 -3.218 -0.271 -0.02 -0.04 -0.04
H -2.360 2.709 3.453 -0.01 0.01 -0.08
H -2.967 -4.137 7.375 -0.03 0.01 -0.02
H 3.510 -1.669 -1.984 -0.03 0.02 0.02
H -2.720 -0.527 -0.305 0.05 -0.01 0.00
H 2.758 0.943 1.166 -0.02 0.01 0.00
H -2.254 -4.085 -5.320 0.01 0.00 0.02
H 1.820 -4.085 -4.012 -0.02 -0.02 0.01
H 0.937 -4.056 0.815 -0.11 -0.01 -0.06
H -5.066 0.413 5.394 -0.02 0.04 -0.01
H -2.410 5.085 -2.065 -0.04 -0.02 0.01
H -1.902 -2.636 -0.673 0.04 0.00 -0.03
H 2.380 -2.468 2.054 0.05 0.06 -0.01
H -3.666 0.640 1.990 0.05 0.03 -0.01
H 3.644 2.909 -4.172 0.04 -0.01 -0.02
H 2.003 0.162 2.594 0.01 -0.08 0.00
H -0.636 2.335 3.656 0.03 -0.01 -0.09
H 6.394 5.824 -4.415 -0.02 -0.02 0.01
H 7.676 1.385 -2.684 0.03 0.03 -0.03
H -2.660 -1.978 -4.072 0.00 -0.04 -0.01
H 0.692 -1.921 2.133 0.11 0.04 -0.10
H 3.551 -0.433 1.949 0.01 -0.06 -0.04
H -1.037 -3.520 3.486 -0.01 0.01 0.03
H 1.989 -1.367 5.621 -0.03 0.00 0.01
H -4.384 0.035 -3.176 -0.03 0.02 0.00
H 0.459 1.383 1.697 -0.05 0.00 0.00
H -2.849 -1.540 7.647 -0.03 0.01 -0.03
H 4.698 4.396 -3.393 0.01 0.04 0.02
H 5.575 1.188 -1.773 0.01 0.06 0.12
H -0.225 4.057 -1.674 0.00 -0.03 0.02
H 2.928 -3.333 -2.261 -0.09 -0.01 -0.01
H -1.847 1.457 5.530 0.04 -0.02 0.03
```
Forces are in eV/Å.

**2S+1**: 2
**Maximum force**: 1.8 eV Å⁻¹
**Total charge**: +3
**Total energy**: -126863.6349 eV
**⟨S²⟩**: 0.837

2.
ORCA calculation (ωB97M-V/def2-TZVPD) on C44H44N4O10S2Se2Ta as an isolated structure.

```
107
Properties=species:S:1:pos:R:3:forces:R:3
Ta 0.482 -0.964 0.062 0.52 0.76 0.29
Se 0.348 2.952 0.701 -0.13 -0.05 0.01
Se -1.836 2.265 0.100 -0.02 0.03 0.06
S -0.685 -2.411 -2.087 0.03 -0.16 -0.05
S 9.075 0.409 3.535 -0.01 0.04 0.03
O -1.009 -3.764 -2.445 -0.02 -0.02 0.03
O -1.696 6.647 -1.284 -0.01 0.00 -0.02
O -1.356 -1.866 -0.872 -0.17 -0.16 -0.16
O 0.612 -2.460 1.254 0.02 -0.49 0.10
O 1.422 0.847 -3.608 0.23 0.10 0.08
O 1.305 3.965 -2.747 -0.10 0.08 0.15
O 0.651 0.387 -1.559 0.05 -0.07 0.35
O -0.290 -0.064 1.600 -0.09 0.11 -0.02
O 1.116 -5.195 5.122 0.01 -0.02 -0.01
O 9.740 0.821 5.987 0.01 0.03 0.00
N -2.145 -4.787 1.216 0.01 -0.02 -0.02
N -3.335 -0.878 1.248 0.02 -0.03 -0.02
N -0.303 -6.278 1.018 0.01 -0.01 0.03
N 0.857 -2.150 -1.757 -0.27 -0.05 -0.42
C -0.413 -1.941 4.719 0.00 0.01 -0.01
C -0.198 -1.615 3.354 -0.01 -0.05 0.08
C -0.988 5.780 -2.170 -0.01 0.01 -0.02
C 1.622 -1.409 -2.759 -0.02 -0.04 0.05
C 5.667 -1.215 2.095 0.00 -0.01 0.05
C 2.040 -5.998 4.420 0.01 0.00 0.02
C 0.006 -3.123 5.270 -0.01 0.00 0.02
C 3.598 -0.268 1.168 0.06 0.11 -0.04
C 8.778 0.626 5.287 0.00 -0.05 -0.03
C 7.466 0.212 2.817 0.01 -0.03 0.00
C 0.431 -2.615 2.569 0.02 0.08 -0.10
C 4.909 -0.102 1.705 -0.07 -0.02 0.03
C -4.157 -0.664 0.225 -0.01 0.00 -0.02
C -0.598 -0.356 2.826 0.08 0.00 -0.08
C 6.927 -1.060 2.644 -0.02 -0.01 0.03
C -1.263 -1.398 -3.422 -0.04 -0.05 0.01
C -2.669 0.996 -6.682 0.00 0.00 0.00
C 6.736 1.325 2.409 0.00 0.01 -0.02
C 2.476 -0.406 0.708 -0.13 -0.03 -0.20
C -1.847 -0.169 -3.161 0.06 0.02 0.00
C 5.472 1.171 1.869 0.02 0.02 -0.04
C -2.075 3.746 -1.173 -0.03 0.04 -0.05
C -0.021 3.522 -2.496 0.16 0.02 -0.02
C -2.314 0.592 -4.222 0.01 0.01 0.01
C -3.473 -2.011 1.922 -0.04 0.06 0.05
C -4.464 -2.956 1.657 -0.01 0.03 -0.02
C -1.344 0.669 3.617 -0.04 0.01 0.01
C -2.583 -5.460 2.280 0.02 -0.02 0.02
C 0.049 4.645 -0.209 0.03 0.06 -0.08
C -1.161 -1.877 -4.721 0.02 0.01 -0.02
C -0.744 -6.932 2.088 0.01 0.01 -0.02
C -0.745 4.430 -1.497 0.01 -0.09 0.00
C 0.887 -3.812 3.141 -0.03 -0.02 0.02
C -1.623 -1.101 -5.768 0.00 0.01 -0.01
C -2.200 0.146 -5.533 0.00 -0.01 -0.01
C -1.882 -6.559 2.772 0.02 0.02 0.00
C -5.148 -1.555 -0.155 0.01 0.02 0.00
C 1.230 0.077 -2.687 -0.10 -0.13 0.02
C 7.380 0.513 5.837 0.01 0.01 0.01
C -1.027 -5.221 0.647 0.06 0.05 -0.02
C -5.320 -2.707 0.594 0.01 -0.03 0.01
C -3.868 -5.096 2.894 0.00 -0.05 0.01
C 0.687 -4.061 4.478 -0.01 0.01 0.00
C -4.683 -4.094 2.572 -0.06 0.05 0.05
H -1.565 5.620 -3.089 -0.01 0.00 0.01
H -0.151 -3.340 6.319 0.00 0.00 -0.01
H 1.390 -4.509 2.486 -0.02 0.01 -0.02
H -5.778 -1.340 -1.008 0.00 0.00 0.01
H -3.211 0.400 -7.417 0.00 0.00 0.00
H -2.197 0.230 4.142 0.00 0.01 -0.01
H 1.036 5.048 -0.438 -0.01 -0.02 -0.01
H -5.643 -4.075 3.085 0.01 0.00 0.01
H -2.766 1.558 -4.024 0.00 -0.01 0.00
H 1.866 3.182 -2.730 -0.03 -0.12 -0.13
H -1.912 0.196 -2.144 -0.03 0.01 0.00
H -4.207 -5.786 3.661 -0.01 -0.01 -0.01
H -2.223 -7.101 3.644 -0.01 0.00 0.00
H 7.159 2.314 2.532 0.00 0.00 0.00
H -0.733 -2.855 -4.903 -0.01 0.00 0.01
H 7.262 -0.502 6.221 -0.03 0.00 -0.02
H -3.322 1.797 -6.339 0.00 0.00 0.00
H -1.818 1.454 -7.191 0.00 0.00 0.01
H 6.603 0.695 5.101 0.00 0.01 -0.01
H 2.920 -5.417 4.125 -0.01 0.00 0.00
H 7.290 1.205 6.672 0.02 -0.02 0.01
H -0.675 -4.666 -0.214 -0.02 -0.05 0.03
H -1.724 1.434 2.942 0.01 0.00 0.00
H -2.775 -2.177 2.738 -0.01 0.00 0.00
H -0.709 1.158 4.364 0.00 -0.01 0.00
H -4.019 0.269 -0.312 0.03 -0.02 -0.02
H -0.165 -7.795 2.404 0.00 0.00 0.00
H -2.797 4.447 -0.763 0.05 0.02 0.05
H 5.241 -2.202 1.967 0.01 0.00 0.00
H -1.782 7.506 -1.706 0.01 -0.01 0.01
H 1.489 -1.777 -3.778 0.03 0.04 -0.03
H -6.104 -3.414 0.349 0.00 0.00 0.01
H -2.480 3.310 -2.089 -0.07 0.01 0.03
H 4.895 2.035 1.568 0.00 0.00 0.00
H -0.018 2.498 -2.123 0.01 0.02 0.02
H -0.484 5.331 0.445 0.01 0.00 0.02
H 2.680 -1.495 -2.508 0.01 0.01 0.02
H 2.340 -6.791 5.102 0.00 0.00 0.00
H -0.907 -1.216 5.353 0.00 0.00 0.00
H 7.499 -1.927 2.952 0.00 0.00 -0.01
H -0.590 3.527 -3.436 -0.02 0.00 -0.02
H -1.538 -1.467 -6.785 0.00 0.00 0.00
H -0.020 6.210 -2.443 0.00 -0.01 -0.01
H 1.600 -6.440 3.523 -0.01 -0.01 -0.01
```
Forces are in eV/Å.

**Maximum force**: 1.0 eV Å⁻¹
**Total charge**: -1
**Total energy**: -226694.7880 eV